{"formula": "C20H31N4Zr", "method": "wB97M-V/def2-TZVPD", "lumo_ha": [-0.1402, -0.1401], "homo_lumo_gap_ev": [6.179, 6.200], "total_energy_ha": -1046.4458, "charge": 1, "symbols": ["H", "H", "C", "C", "H", "H", "C", "C", "C", "C", "H", "H", "C", "C", "C", "C", "C", "Zr", "H", "H", "H", "N", "N", "H", "H", "C", "H", "C", "H", "H", "C", "C", "H", "C", "C", "H", "H", "H", "H", "N", "H", "H", "H", "H", "H", "N", "H", "H", "H", "H", "C", "H", "H", "H", "C", "C"], "positions_angstrom": [[0.3644, 3.0804, 1.4821], [1.0782, 3.4743, 3.7492], [-1.1168, -1.6325, 0.7132], [-2.1183, -0.8084, -1.2201], [-2.3963, 1.2450, -3.2581], [-2.8445, -0.3282, -1.8672], [1.8122, 1.4487, -1.1457], [-2.2638, 3.1393, 3.5407], [-2.2201, -0.8701, 0.2013], [1.8433, 0.0906, -1.6387], [-0.1732, 3.7280, 5.0008], [1.4855, -0.3351, -4.4792], [2.0297, 0.0034, 0.6662], [-0.3651, -2.0982, -0.4029], [-1.9812, 0.9511, 2.5605], [0.3186, 0.9912, 3.1014], [-1.3081, 1.3790, 4.8324], [-0.1936, 0.3619, -0.5159], [-2.4515, 3.6923, 4.4704], [-2.7356, 1.1645, 1.8017], [-3.0004, 3.4194, 2.7731], [-0.6443, 1.2801, 1.9897], [-0.9146, 3.5272, 3.0513], [0.4081, -2.8595, -0.3448], [-3.0773, -0.5309, 0.7749], [-0.9424, -1.5587, -1.6002], [0.0163, 2.3272, -4.7595], [-0.6263, 2.7724, 1.8283], [-0.2511, 2.7023, -3.0280], [-0.9986, -1.9637, 1.7472], [0.2210, 1.9811, -3.7153], [0.0810, 3.1739, 4.0883], [-1.9420, 0.8810, -4.9554], [-1.8063, 0.5615, -3.8881], [-0.3306, 0.5866, -3.5283], [1.7737, 2.3677, -1.7228], [1.3137, 2.0333, -3.5889], [1.8935, -0.2125, -2.6727], [2.2697, -0.3553, 1.6691], [-2.2990, 1.6938, 3.7886], [2.0869, 2.2313, 0.9373], [0.2740, -0.0753, 3.3197], [-1.5119, 1.9762, 5.7314], [-1.3885, 3.0565, 1.0954], [-1.9997, -0.1096, 2.8180], [0.0414, 1.7207, 4.3367], [-2.2435, -0.4484, -3.8127], [2.2473, -1.8441, -0.5608], [0.0898, -0.1072, -5.5622], [1.3355, 1.2396, 2.7932], [1.9225, 1.3816, 0.2798], [0.1012, -1.4314, -4.3654], [-0.6418, -1.7953, -2.6111], [-1.3379, 0.3073, 5.0728], [0.3849, -0.3791, -4.5167], [2.0130, -0.7838, -0.5162]], "forces_ev_per_angstrom": [[-0.25, -0.08, -0.04], [-0.11, -0.08, 0.05], [-0.33, 0.15, -0.56], [-0.17, -1.11, 0.98], [0.06, -0.09, -0.25], [0.31, -0.17, 0.14], [0.88, -0.51, 0.99], [0.75, -0.04, -0.37], [-0.03, -0.69, -0.86], [1.18, 0.30, 0.43], [0.17, -0.25, -0.15], [-0.34, 0.09, -0.06], [-0.04, 0.51, -0.42], [-1.17, -0.09, -0.41], [-0.39, 0.37, 0.72], [0.35, 0.07, 0.46], [0.33, 0.05, -0.63], [0.53, -0.54, 0.67], [-0.13, -0.23, -0.26], [-0.02, 0.11, 0.21], [0.11, -0.12, 0.29], [-0.11, 0.89, 0.04], [-0.10, -0.24, -0.08], [-0.11, 0.49, -0.11], [0.38, 0.11, -0.20], [-0.92, -0.89, 0.55], [0.10, -0.07, 0.57], [-0.06, 0.66, 0.49], [0.12, -0.03, -0.23], [0.15, 0.33, -0.41], [0.02, 0.35, -0.52], [-0.48, -0.26, -0.51], [0.05, -0.17, 0.71], [-0.22, 0.11, -0.33], [0.01, -0.04, 0.29], [-0.03, -0.35, 0.17], [-0.38, -0.04, -0.12], [-0.07, 0.12, 0.26], [-0.39, 0.06, -0.44], [-0.21, -0.11, -0.01], [-0.31, -0.24, -0.20], [0.00, -0.10, -0.07], [-0.02, -0.27, -0.24], [0.06, -0.07, -0.14], [-0.01, 0.03, -0.16], [-0.07, 0.13, 0.14], [0.14, 0.33, -0.09], [-0.30, 0.39, -0.07], [0.19, -0.16, 0.71], [-0.20, 0.05, -0.05], [0.79, -0.49, -0.87], [0.00, 0.23, -0.15], [-0.03, 0.12, 0.25], [-0.07, 0.27, -0.03], [-0.12, 0.19, 0.36], [0.52, 1.00, -0.44]], "lowdin_charge": [0.103, 0.131, -0.145, -0.191, 0.073, 0.100, -0.186, -0.144, -0.174, -0.193, 0.133, 0.069, -0.142, -0.156, -0.190, -0.176, -0.141, 1.622, 0.134, 0.113, 0.133, -0.128, -0.086, 0.124, 0.111, -0.195, 0.099, -0.181, 0.076, 0.123, -0.151, -0.141, 0.100, -0.153, -0.469, 0.106, 0.064, 0.085, 0.122, -0.083, 0.111, 0.129, 0.135, 0.129, 0.118, -0.083, 0.074, 0.125, 0.101, 0.103, -0.177, 0.067, 0.094, 0.134, -0.106, -0.150]}